#i
C4H11N3S in the gas phase, computed with wB97M-V/def2-TZVPD.

## Properties
HOMO energy (spin up / spin down) = -7.8 / -9.2 eV
E_LUMO (spin up / spin down) = -0.0090 / -0.0208 hartree
Orbital gap (spin up / spin down) = 7.6 / 8.6 eV

The geometry in ORCA input format:
```
! wB97M-V def2-TZVPD RIJCOSX def2/J DEFGRID3
* xyz 0 1
C 1.03 -0.84 -0.53
C -0.86 0.64 -1.02
C 0.57 0.60 -0.75
C 0.99 1.42 0.54
N -2.89 -1.16 -0.45
N -2.37 0.53 1.51
N 0.44 -1.43 0.68
S -1.86 -0.36 0.30
H 0.83 -1.41 -1.46
H 2.10 -0.80 -0.20
H -1.29 1.62 -0.83
H -1.22 0.20 -1.92
H 1.17 0.91 -1.67
H 0.60 0.87 1.38
H 0.63 2.47 0.63
H 2.09 1.41 0.64
H -3.58 -1.42 0.18
H -1.59 0.97 1.92
H 0.28 -2.45 0.56
*
```

---

#ii
C4H11N3S in the gas phase, computed with wB97M-V/def2-TZVPD.

## Properties
HOMO energy = -9.1 eV
E_LUMO = 0.0305 hartree
Structure (SMILES) = [H]/N=C(/NC)NCCS
Orbital gap = 9.9 eV

The geometry in ORCA input format:
```
! wB97M-V def2-TZVPD RIJCOSX def2/J DEFGRID3
* xyz 0 1
H 2.64 -1.48 -0.56
N 2.39 -0.53 -0.36
C 1.17 -0.40 -0.03
N 0.65 0.87 0.15
C 1.56 2.02 0.03
N 0.24 -1.41 0.22
C -1.10 -1.38 -0.40
C -2.14 -0.63 0.47
S -2.78 0.91 -0.27
H 0.09 0.96 1.02
H 0.96 2.94 0.20
H 1.97 2.03 -0.97
H 2.44 1.99 0.73
H 0.66 -2.33 0.15
H -1.02 -0.95 -1.39
H -1.38 -2.42 -0.52
H -1.73 -0.49 1.47
H -3.00 -1.24 0.66
H -1.62 1.53 -0.60
*
```

---

Which is the most stable structure? #ii is the most stable.

---

#i
2 unconnected molecules or ions with the total composition C2H2F2OS, computed with wB97M-V/def2-TZVPD.

## Properties
HOMO energy (spin up / spin down) = -8.7 / -8.7 eV
E_LUMO (spin up / spin down) = -0.0393 / -0.0395 hartree
Orbital gap (spin up / spin down) = 7.6 / 7.6 eV

The geometry in ORCA input format:
```
! wB97M-V def2-TZVPD RIJCOSX def2/J DEFGRID3
* xyz 0 1
C 1.43 0.03 -0.11
C -0.83 -0.43 0.50
O 1.31 0.37 -1.20
F 2.80 0.06 0.50
F -0.91 -1.25 -0.51
S -1.63 1.03 0.27
H -0.44 -0.71 1.52
H -1.72 0.90 -0.98
*
```

---

#ii
A molecular structure, C2H2F2OS, computed with wB97M-V/def2-TZVPD.

## Properties
HOMO energy = -10.6 eV
E_LUMO = -0.0171 hartree
Orbital gap = 10.1 eV

The geometry in ORCA input format:
```
! wB97M-V def2-TZVPD RIJCOSX def2/J DEFGRID3
* xyz 0 1
C 1.13 -0.29 0.02
C -0.68 0.00 -0.52
O 1.33 -1.19 0.71
F 2.54 0.63 -0.09
F -0.85 1.23 -1.06
S -1.55 -0.43 0.88
H -0.54 -0.80 -1.36
H -1.39 0.84 1.42
*
```

---

#iii
C2H2F2OS in the gas phase, computed with wB97M-V/def2-TZVPD.

## Properties
HOMO energy = -10.3 eV
E_LUMO = 0.0158 hartree
Structure (SMILES) = O=C(S)C(F)F
Orbital gap = 10.7 eV

The geometry in ORCA input format:
```
! wB97M-V def2-TZVPD RIJCOSX def2/J DEFGRID3
* xyz 0 1
O -1.04 0.09 1.35
C -0.43 0.16 0.34
S -0.32 1.77 -0.63
C 0.47 -0.92 -0.24
F 0.46 -0.83 -1.58
F 1.74 -0.68 0.22
H -0.98 2.30 0.40
H 0.11 -1.88 0.13
*
```

---

Which is the most stable structure? #iii is the most stable.

---

#i
10 unconnected molecules or ions with the total composition C10H40O10, computed with wB97M-V/def2-TZVPD.

## Properties
HOMO energy = -9.7 eV
E_LUMO = -0.0076 hartree
Structure (SMILES) = CCO.CCO.CCO.CCO.CCO.O.O.O.O.O
Orbital gap = 9.5 eV

The geometry in ORCA input format:
```
! wB97M-V def2-TZVPD RIJCOSX def2/J DEFGRID3
* xyz 0 1
C -0.03 -0.66 0.71
C 0.42 0.76 0.80
O 1.41 1.10 -0.17
H 0.75 -1.42 0.64
H -0.61 -0.78 -0.22
H -0.69 -0.99 1.51
H 0.87 1.00 1.77
H -0.42 1.47 0.77
H 0.91 1.14 -1.00
C -3.32 0.28 -1.82
C -4.21 -0.59 -2.71
O -3.52 -1.75 -3.15
H -2.39 0.54 -2.33
H -3.04 -0.33 -0.96
H -3.79 1.22 -1.54
H -4.54 -0.02 -3.59
H -5.08 -0.93 -2.16
H -2.83 -1.49 -3.76
C -2.68 3.62 0.69
C -3.45 4.81 1.20
O -4.87 4.61 1.01
H -2.84 3.41 -0.36
H -2.97 2.70 1.21
H -1.62 3.79 0.92
H -3.19 5.72 0.67
H -3.31 4.95 2.27
H -5.10 3.79 1.45
C 1.95 -2.73 2.92
C 3.28 -2.01 2.89
O 4.33 -2.96 3.07
H 1.82 -3.15 1.92
H 1.13 -2.03 3.09
H 1.94 -3.54 3.64
H 3.38 -1.22 3.64
H 3.34 -1.55 1.90
H 5.16 -2.49 2.94
C 2.90 -2.76 -3.32
C 2.64 -2.24 -1.93
O 2.27 -3.35 -1.10
H 2.08 -3.34 -3.76
H 3.81 -3.36 -3.33
H 3.09 -1.90 -3.98
H 1.87 -1.47 -1.89
H 3.56 -1.79 -1.55
H 1.41 -3.19 -0.72
O -1.75 -3.24 2.22
H -2.65 -3.54 2.04
H -1.74 -3.07 3.16
O -0.30 1.85 -2.50
H -0.77 2.67 -2.65
H -0.97 1.16 -2.61
O 1.25 0.83 4.67
H 0.59 0.80 3.96
H 1.60 1.72 4.64
O 2.10 0.86 -4.07
H 1.29 0.98 -3.57
H 1.98 0.04 -4.55
O 3.57 2.58 1.03
H 2.83 2.09 0.65
H 3.18 3.41 1.34
*
```

---

#ii
A molecular structure, C10H40O10, computed with wB97M-V/def2-TZVPD.

## Properties
HOMO energy = -8.8 eV
E_LUMO = -0.0067 hartree
Orbital gap = 8.7 eV

The geometry in ORCA input format:
```
! wB97M-V def2-TZVPD RIJCOSX def2/J DEFGRID3
* xyz 0 1
C -1.31 1.66 2.25
O -1.50 0.29 2.28
H -2.25 2.20 2.38
H -0.71 1.85 3.13
H -0.72 1.85 1.35
H -0.94 0.02 1.54
C -0.12 2.00 -2.91
O 0.86 1.94 -3.91
H -0.92 1.26 -3.04
H 0.37 1.92 -1.94
H -0.47 3.02 -3.02
H 0.67 1.08 -4.29
C 1.84 2.13 1.73
O 1.45 3.53 1.86
H 2.88 2.02 1.40
H 1.65 1.65 2.69
H 1.20 1.68 0.97
H 1.78 3.77 2.73
C 2.37 -0.33 -1.34
O 1.92 0.06 -0.09
H 2.23 -1.39 -1.57
H 1.95 0.29 -2.12
H 3.43 -0.06 -1.40
H 2.65 -0.14 0.49
C 1.23 -0.33 2.82
O 2.06 -0.77 3.81
H 1.89 0.39 2.33
H 1.06 -1.15 2.12
H 0.34 0.14 3.24
H 1.59 -1.38 4.38
C -0.69 0.06 -0.25
O 0.23 0.11 0.84
H -1.24 -0.88 -0.23
H -1.39 0.90 -0.28
H -0.17 0.08 -1.21
H 1.11 0.07 0.47
C 1.00 -2.66 0.18
O 1.31 -3.77 1.00
H 0.38 -1.91 0.68
H 1.89 -2.12 -0.15
H 0.56 -2.90 -0.78
H 1.95 -4.29 0.51
C -1.53 -3.11 -0.13
O -2.54 -2.65 0.75
H -2.00 -3.88 -0.74
H -1.02 -2.40 -0.78
H -0.78 -3.72 0.38
H -2.11 -2.31 1.54
C -2.91 2.46 -0.56
O -4.23 2.08 -0.58
H -2.36 1.72 -1.14
H -2.75 3.43 -1.03
H -2.64 2.43 0.50
H -4.64 2.43 0.22
C -0.56 -1.16 -2.97
O 0.23 -1.79 -1.96
H -1.45 -1.68 -3.31
H -0.89 -0.16 -2.69
H 0.11 -0.99 -3.81
H 0.66 -2.56 -2.34
*
```

---

Which is the most stable structure? #i is the most stable.

---

#i
2 unconnected molecules or ions with the total composition C3H10NO, computed with wB97M-V/def2-TZVPD.

## Properties
HOMO energy (spin up / spin down) = -10.1 / -10.1 eV
E_LUMO (spin up / spin down) = 0.0356 / -0.0278 hartree
<S²> = 0.75
Orbital gap (spin up / spin down) = 11.0 / 9.3 eV

The geometry in ORCA input format:
```
! wB97M-V def2-TZVPD RIJCOSX def2/J DEFGRID3
* xyz 0 2
O -0.45 -0.56 -1.00
C -1.78 -0.08 -0.76
C -1.99 0.22 0.71
N -0.84 0.93 1.21
C 3.03 -0.30 -0.32
H 0.05 -0.26 -0.23
H -2.48 -0.83 -1.10
H -1.91 0.81 -1.37
H -2.89 0.83 0.82
H -2.02 -0.73 1.26
H -1.03 1.21 2.16
H 3.42 0.70 -0.50
H 2.40 -0.68 -1.13
H 3.93 -0.92 -0.40
H 2.56 -0.33 0.64
*
```

---

#ii
2 unconnected molecules or ions with the total composition C3H10NO, computed with wB97M-V/def2-TZVPD.

## Properties
HOMO energy (spin up / spin down) = -2.7 / -7.8 eV
E_LUMO (spin up / spin down) = 0.0167 / 0.0106 hartree
<S²> = 0.75
Orbital gap (spin up / spin down) = 3.2 / 8.1 eV

The geometry in ORCA input format:
```
! wB97M-V def2-TZVPD RIJCOSX def2/J DEFGRID3
* xyz 0 2
C -1.85 0.46 1.66
C -1.03 -0.53 0.88
C 0.16 -0.19 0.38
N 0.89 -1.13 -0.46
H -2.67 0.80 1.03
H -2.47 0.04 2.45
H -1.32 1.37 1.94
H -1.57 -1.47 0.93
H 0.64 0.74 0.42
H 0.22 -1.82 -0.87
H 1.40 -0.66 -1.24
H 1.65 -1.70 -0.04
H 2.22 1.30 -2.27
H 0.70 1.75 -2.19
O 1.37 1.20 -1.83
*
```

---

Which is the most stable structure? #i is the most stable.

---

#i
C2H3F3N2 in the gas phase, computed with wB97M-V/def2-TZVPD.

## Properties
HOMO energy = -10.5 eV
E_LUMO = 0.0251 hartree
Structure (SMILES) = N/C=N\C(F)(F)F
Orbital gap = 11.2 eV

The geometry in ORCA input format:
```
! wB97M-V def2-TZVPD RIJCOSX def2/J DEFGRID3
* xyz 0 1
N -1.58 0.41 -0.10
C -0.84 -0.75 0.07
N 0.44 -0.94 0.05
C 1.41 0.03 -0.01
F 2.37 -0.33 -0.92
F 1.14 1.33 -0.41
F 2.04 0.16 1.17
H -2.42 0.42 0.36
H -1.23 1.29 -0.41
H -1.33 -1.62 0.21
*
```

---

#ii
2 unconnected molecules or ions with the total composition C2H3F3N2, computed with wB97M-V/def2-TZVPD.

## Properties
HOMO energy (spin up / spin down) = -11.1 / -10.7 eV
E_LUMO (spin up / spin down) = -0.0597 / -0.0187 hartree
Orbital gap (spin up / spin down) = 9.4 / 10.2 eV

The geometry in ORCA input format:
```
! wB97M-V def2-TZVPD RIJCOSX def2/J DEFGRID3
* xyz 0 1
C -0.59 0.82 -0.87
C -1.23 0.00 0.15
N 0.62 0.98 -0.94
N 2.13 -1.01 0.56
F -2.59 0.12 0.14
F -0.99 -1.25 -0.08
F -0.80 0.15 1.38
H -1.38 1.18 -1.48
H 2.70 -0.78 1.26
H 2.14 -0.21 -0.12
*
```

---

Which is the most stable structure? #i is the most stable.

---

#i
A molecular structure, C3H2CoO3, computed with wB97M-V/def2-TZVPD.

## Properties
HOMO energy (spin up / spin down) = -12.9 / -13.7 eV
E_LUMO (spin up / spin down) = -0.1493 / -0.2455 hartree
<S²> = 6.00
Orbital gap (spin up / spin down) = 8.8 / 7.1 eV

The geometry in ORCA input format:
```
! wB97M-V def2-TZVPD RIJCOSX def2/J DEFGRID3
* xyz 1 5
C 0.12 -0.33 -1.56
C 1.24 -0.92 -0.93
O 1.31 -0.76 0.32
C -0.13 0.26 0.92
O -0.74 0.46 -0.13
O -0.25 0.52 2.07
Co -1.31 1.30 3.51
H -0.60 -1.05 -1.96
H 0.37 0.50 -2.23
*
```

---

#ii
A molecular structure, C3H2CoO3, computed with wB97M-V/def2-TZVPD.

## Properties
HOMO energy (spin up / spin down) = -12.2 / -15.3 eV
E_LUMO (spin up / spin down) = -0.2411 / -0.2548 hartree
<S²> = 6.01
Orbital gap (spin up / spin down) = 5.7 / 8.4 eV

The geometry in ORCA input format:
```
! wB97M-V def2-TZVPD RIJCOSX def2/J DEFGRID3
* xyz 1 5
H -0.30 -0.37 1.32
O 1.81 -0.67 -0.29
C 0.61 -0.92 0.02
C -0.29 0.28 0.24
C -1.67 0.12 -0.35
O 0.31 1.46 0.10
O -2.64 0.75 -0.26
Co 2.00 1.24 -0.54
H 0.18 -1.90 -0.24
*
```

---

Which is the most stable structure? #ii is the most stable.